# 1
170
Properties=species:S:1:pos:R:3 method="wB97M-V/def2-TZVPD" e_homo_ev=-9.4 total_charge=+1
C 4.4228 1.9975 3.2596
C 4.1435 0.8736 2.0394
C 2.9602 1.3401 1.0338
C 3.8297 2.4323 0.1062
N 1.9139 0.4637 0.4069
P 0.9751 0.1541 1.9981
P 1.7806 -0.9756 3.6040
O 2.3133 0.0970 4.6948
O 0.3966 -1.6834 4.4885
O 2.9199 -2.2004 3.5378
C 0.8773 1.4988 -0.1139
C -0.5136 1.7407 0.7025
C -0.4739 2.9643 1.8557
C -1.7051 2.5782 2.9185
O -3.0376 2.6036 2.2981
C -3.6754 1.2743 2.2933
C 0.7485 1.6923 -1.7714
C 1.9326 2.5316 -2.4862
C 1.5652 3.3149 -3.9178
O 2.1548 4.5138 -4.1759
P -0.4399 3.1772 -2.2327
O -0.3779 4.4779 -1.1528
O -1.5938 3.0043 -3.3677
C 0.3066 0.2385 -2.3074
N 0.0423 0.4520 -3.7670
C -1.1695 -0.3335 -1.8460
F -1.2225 -1.1192 -0.6068
F -2.2499 0.6669 -1.6921
F -1.7974 -1.2959 -2.8396
C 1.5727 -0.8200 -1.9906
N 2.5956 -0.4521 -2.9570
C 1.1312 -2.3265 -2.4543
C 0.9312 -2.6197 -4.0659
O -0.3330 -3.3820 -4.3512
C 2.2065 -0.7269 -0.4336
I 1.4551 -2.6652 0.5352
C 3.7527 -1.3351 -0.4231
F 4.8467 -0.3364 -0.6972
F 4.0898 -1.9582 0.9214
C 4.3103 -2.5313 -1.2815
F 3.9553 -3.9630 -0.9471
F 4.4593 -2.5210 -2.7365
H 4.7876 1.3967 4.2248
H 5.3210 2.7223 2.9824
H 3.4558 2.5642 3.5855
H 5.2136 0.8600 1.4970
H 4.1207 -0.1228 2.5830
H 2.3673 2.1011 1.7695
H 4.1672 2.0418 -0.9233
H 3.2345 3.4699 0.0637
H 4.8352 2.7851 0.6443
H -0.1537 -0.7744 1.6407
H -0.3280 -1.8644 3.8062
H 3.2441 -2.4106 4.4617
H 1.2540 2.6309 0.0645
H -1.3101 2.3225 0.0108
H -1.2589 0.8828 0.9249
H 0.5024 2.9487 2.4979
H -0.5745 4.0311 1.3983
H -1.3995 1.5259 3.3674
H -1.6031 3.3467 3.8255
H -4.2739 1.1893 1.2675
H -2.9291 0.3727 2.3188
H -4.4806 1.1425 3.1432
H 2.1200 3.4831 -1.7813
H 2.9598 2.0845 -2.6804
H 0.8889 2.8874 -4.7639
H 0.1265 5.2472 -1.5476
H -1.5632 3.6802 -4.1311
H 0.7937 0.7568 -4.3696
H -0.9139 0.6653 -4.0438
H 3.4487 0.0302 -2.7162
H 2.4881 -0.4636 -3.9556
H 0.1117 -2.7360 -2.0373
H 1.9138 -3.1915 -2.2398
H 1.7715 -3.3406 -4.5233
H 0.9224 -1.7113 -4.7756
H -0.2480 -4.2150 -3.8001
H 5.4752 -2.6147 -0.9625
C -4.2933 -5.2589 -4.4454
N -3.1284 -5.3809 -3.5280
O -3.3607 -5.3682 -2.3135
O -2.0138 -5.4858 -4.0528
H -5.2048 -5.1744 -3.8499
H -4.1437 -4.3624 -5.0506
H -4.3198 -6.1571 -5.0657
C -6.6231 2.5085 5.6346
N -5.2165 2.6968 6.0814
O -5.0042 3.5723 6.9284
O -4.3654 1.9606 5.5691
H -7.2605 3.2193 6.1648
H -6.6543 2.6910 4.5584
H -6.9097 1.4819 5.8719
C -3.7957 -2.2620 5.6449
N -3.2630 -1.8166 4.3291
O -3.8917 -2.1560 3.3197
O -2.2290 -1.1389 4.3465
H -4.7035 -2.8461 5.4793
H -3.0263 -2.8723 6.1224
H -4.0144 -1.3676 6.2318
C 7.0552 4.5422 5.1085
N 6.1114 5.4490 4.4010
O 6.4853 6.6105 4.2007
O 5.0219 4.9693 4.0667
H 7.9682 5.0944 5.3413
H 6.5645 4.2051 6.0239
H 7.2703 3.7050 4.4415
C -1.1102 -8.3142 -6.1306
N -2.5909 -8.4589 -6.1480
O -3.2065 -8.1009 -5.1371
O -3.0933 -8.9277 -7.1760
H -0.8077 -7.8918 -5.1700
H -0.6803 -9.3088 -6.2669
H -0.8346 -7.6466 -6.9494
C -1.0649 -4.5954 3.0510
N -1.9647 -5.2550 4.0353
O -2.0776 -6.4843 3.9639
O -2.5324 -4.5201 4.8518
H -0.6355 -5.3583 2.3981
H -1.6672 -3.8897 2.4751
H -0.2812 -4.0830 3.6126
C -0.1649 7.5311 2.4460
N -1.0647 6.8715 3.4303
O -1.1776 5.6422 3.3589
O -1.6324 7.6064 4.2468
H 0.2645 6.7681 1.7932
H -0.7672 8.2368 1.8702
H 0.6188 8.0435 3.0077
C 1.3276 1.7244 -8.6022
N 1.1299 0.9926 -7.3220
O 1.9289 1.2257 -6.4075
O 0.1782 0.2047 -7.2713
H 2.1963 2.3789 -8.5045
H 1.4913 0.9808 -9.3850
H 0.4244 2.3080 -8.7912
C 5.3646 6.6381 -1.1084
N 4.1694 6.3675 -0.2646
O 3.7732 7.2832 0.4658
O 3.6627 5.2436 -0.3593
H 5.7034 7.6597 -0.9239
H 6.1365 5.9190 -0.8265
H 5.0668 6.5129 -2.1514
C -7.2094 -4.3259 8.3397
N -6.4121 -3.3424 7.5582
O -5.2280 -3.1903 7.8801
O -6.9975 -2.7509 6.6437
H -6.5708 -4.7681 9.1073
H -8.0429 -3.7870 8.7949
H -7.5627 -5.0903 7.6446
C -5.4926 -10.4709 -6.7590
N -6.9733 -10.6155 -6.7764
O -7.5889 -10.2575 -5.7655
O -7.4757 -11.0843 -7.8044
H -5.1901 -10.0484 -5.7984
H -5.0627 -11.4654 -6.8953
H -5.2170 -9.8032 -7.5778
C 5.0219 2.2667 -7.7312
N 5.5546 2.7121 -9.0471
O 4.9259 2.3727 -10.0564
O 6.5886 3.3898 -9.0296
H 4.1141 1.6826 -7.8969
H 5.7913 1.6564 -7.2538
H 4.8032 3.1611 -7.1443
C -1.8252 3.1688 7.2255
N -0.7271 4.0319 6.7127
O -0.3182 4.9300 7.4578
O -0.3068 3.7834 5.5767
H -2.0943 3.4994 8.2310
H -2.6727 3.2748 6.5451
H -1.4560 2.1414 7.2433



# 2
131
Properties=species:S:1:pos:R:3 method="wB97M-V/def2-TZVPD" e_homo_ev=-3.1 total_charge=-1
C -2.9395 -8.0199 0.3490
C -1.7405 -7.3959 0.3449
C -1.3653 -6.1860 1.1150
Sb -2.9859 -4.6100 1.4333
C -1.9196 -3.9502 3.2903
C -0.4048 -3.7292 3.1939
C -0.0357 -2.6521 2.1720
Br 1.3900 -1.4717 2.8095
H -3.8735 -7.5028 0.1598
H -2.9924 -9.0927 0.5294
H -0.9505 -7.7996 -0.3054
H -0.5229 -5.6661 0.6378
H -1.0410 -6.5392 2.0986
H -3.9072 -5.7943 2.4062
H -4.2430 -3.4225 1.7176
H -2.0722 -3.4686 0.4047
H -3.8321 -5.1625 -0.0259
H -2.1162 -4.7112 4.0521
H -2.3809 -3.0074 3.6087
H 0.1052 -4.6727 2.9815
H -0.0284 -3.3915 4.1667
H -0.8995 -2.0373 1.9378
H 0.2933 -3.0851 1.2318
C 4.4468 1.8904 0.9649
O 5.0608 2.9520 0.9527
N 4.5699 0.9357 0.0361
C 3.8232 -0.3139 0.1011
C 5.4858 1.1569 -1.0668
H 3.7354 1.6296 1.7640
H 4.5164 -1.1560 0.1668
H 3.2093 -0.4213 -0.7931
H 3.1883 -0.3181 0.9853
H 6.5001 1.3104 -0.6947
H 5.1988 2.0460 -1.6307
H 5.4627 0.2907 -1.7234
C 4.8752 6.8564 4.5626
O 4.9234 7.1047 5.7551
N 5.5886 5.9009 3.9458
C 5.4970 5.6488 2.5164
C 6.4875 5.0874 4.7444
H 4.2197 7.4153 3.8714
H 5.1732 4.6268 2.3239
H 6.4759 5.7954 2.0540
H 4.7863 6.3393 2.0651
H 5.9337 4.5584 5.5206
H 7.2342 5.7141 5.2341
H 6.9820 4.3667 4.0975
C -6.9099 -3.5462 3.6199
O -6.6369 -3.8868 2.4902
N -6.7715 -4.3328 4.7106
C -7.1045 -3.8765 6.0426
C -6.2655 -5.6829 4.5183
H -7.2941 -2.5369 3.8649
H -6.2225 -3.9124 6.6875
H -7.8815 -4.5052 6.4779
H -7.4639 -2.8483 5.9971
H -5.2773 -5.6613 4.0549
H -6.9250 -6.2429 3.8530
H -6.2131 -6.1823 5.4845
C 2.1880 1.6886 -2.6160
O 2.0277 0.4797 -2.5768
N 2.0009 2.4429 -3.7110
C 2.2024 3.8794 -3.7259
C 1.5786 1.7885 -4.9398
H 2.5117 2.2728 -1.7369
H 1.2741 4.3847 -3.9988
H 2.9682 4.1472 -4.4516
H 2.5102 4.2295 -2.7420
H 0.6247 1.2793 -4.8090
H 2.3106 1.0393 -5.2369
H 1.4856 2.5388 -5.7222
C 1.8784 7.8925 -0.7542
O 1.2976 7.2809 -1.6304
N 2.4668 9.0938 -0.9374
C 3.1454 9.8024 0.1249
C 2.3977 9.6736 -2.2666
H 1.9702 7.5120 0.2767
H 2.6770 10.7732 0.3011
H 4.1955 9.9632 -0.1284
H 3.0940 9.2203 1.0433
H 1.3528 9.8012 -2.5546
H 2.8671 8.9990 -2.9833
H 2.9033 10.6364 -2.2787
C 1.4508 -0.2933 -8.5076
O 0.8577 -0.3374 -7.4498
N 2.7774 -0.5005 -8.6563
C 3.4239 -0.4388 -9.9478
C 3.5725 -0.8006 -7.4770
H 0.9401 -0.0838 -9.4646
H 3.8927 -1.3951 -10.1908
H 4.1936 0.3367 -9.9575
H 2.6873 -0.2078 -10.7154
H 3.2057 -1.7041 -6.9896
H 3.5107 0.0150 -6.7577
H 4.6095 -0.9424 -7.7728
C 2.0667 6.4363 -6.4528
O 2.8941 6.2614 -5.5785
N 1.0851 7.3556 -6.3958
C 0.1251 7.5302 -7.4640
C 1.0006 8.1927 -5.2100
H 2.0509 5.8415 -7.3834
H 0.1788 8.5441 -7.8670
H -0.8894 7.3536 -7.1009
H 0.3354 6.8246 -8.2656
H 1.9274 8.7538 -5.0874
H 0.8599 7.5806 -4.3177
H 0.1660 8.8825 -5.3147
C -10.5038 -5.1011 7.1807
O -9.5352 -5.2774 7.8939
N -11.4725 -4.1942 7.4241
C -12.6036 -4.0190 6.5393
C -11.3616 -3.3717 8.6155
H -10.6701 -5.6761 6.2542
H -12.6312 -3.0003 6.1470
H -13.5396 -4.2142 7.0677
H -12.5240 -4.7109 5.7031
H -10.4391 -2.7910 8.5918
H -11.3402 -3.9969 9.5086
H -12.2135 -2.6971 8.6646
C 1.9308 -8.4743 0.7060
O 1.5356 -8.7478 1.8202
N 2.7515 -7.4391 0.4224
C 3.1960 -7.1537 -0.9216
C 3.1811 -6.5863 1.5164
H 1.6430 -9.0568 -0.1865
H 4.2867 -7.1999 -0.9865
H 2.8708 -6.1581 -1.2321
H 2.7739 -7.8856 -1.6082
H 3.7239 -7.1689 2.2622
H 2.3170 -6.1353 2.0058
H 3.8266 -5.8018 1.1270



# 3
141
Properties=species:S:1:pos:R:3 method="wB97M-V/def2-TZVPD" e_homo_ev=-5.5 total_charge=-1
C 3.1747 6.4872 1.8559
C 4.5954 5.7531 2.1676
O 5.2754 6.6006 3.1458
C 4.3626 4.3264 2.8981
O 5.5364 3.8121 3.5471
Ga 6.5340 2.6439 2.4613
C 7.1302 1.0649 3.6952
C 6.0330 0.7015 4.8120
C 6.8503 0.0441 6.0505
O 7.2642 -1.3228 5.7767
C 8.2695 3.4274 1.6744
C 8.9152 4.6254 2.4953
O 9.7906 5.3178 1.9171
Br 8.4908 5.0985 4.3679
S 5.3735 1.6746 0.7170
C 6.6489 0.7249 -0.2894
O 4.2278 0.7709 1.1512
O 4.8855 2.7800 -0.2264
H 2.2838 5.7852 1.9423
H 3.0366 7.3185 2.6442
H 3.2405 7.0253 0.8518
H 5.1532 5.6719 1.1819
H 4.7093 6.5643 3.9532
H 3.6038 4.5557 3.7444
H 3.8318 3.5963 2.2013
H 7.3235 0.1652 3.0031
H 8.0969 1.3642 4.2405
H 5.4115 1.5966 5.1413
H 5.3656 -0.1210 4.3880
H 7.8062 0.6502 6.2740
H 6.2448 0.0516 7.0251
H 8.2342 -1.3612 5.8767
H 8.1223 3.6951 0.5624
H 9.0421 2.5689 1.6631
H 7.2429 0.0013 0.3728
H 7.4217 1.4857 -0.6787
H 6.1790 0.2380 -1.2021
O 0.0205 0.0183 -2.0299
P -0.6107 -0.5868 -0.7721
O -1.9379 0.4046 -0.7144
C -2.9960 0.1588 -1.6258
C -3.7602 -1.1033 -1.2687
O 0.3389 0.2113 0.3257
C 1.6127 0.7399 -0.0621
C 1.4852 2.1789 -0.5322
O -1.2630 -1.4096 0.5891
C -1.0358 -2.8194 0.6069
C 0.4412 -3.1677 0.5737
H -2.6029 0.0995 -2.6469
H -3.6708 1.0161 -1.5763
H -3.1487 -1.9916 -1.4572
H -4.6706 -1.1910 -1.8671
H -4.0293 -1.1133 -0.2097
H 2.0788 0.1041 -0.8171
H 2.2591 0.7072 0.8127
H 0.6534 2.3210 -1.2270
H 2.4062 2.5062 -1.0196
H 1.2921 2.8409 0.3178
H -1.5542 -3.2777 -0.2414
H -1.4873 -3.2105 1.5222
H 0.9060 -2.8394 -0.3628
H 0.5828 -4.2480 0.6582
H 0.9743 -2.6734 1.3881
O 10.3980 -3.5183 4.2942
P 10.6034 -4.4713 3.1108
O 8.9968 -4.7965 2.8902
C 8.2038 -3.8226 2.2287
C 8.5241 -3.7496 0.7462
O 10.9734 -5.7991 4.0379
C 11.4825 -5.6359 5.3584
C 10.3573 -5.6212 6.3797
O 10.8807 -5.5264 1.7835
C 11.9690 -5.1561 0.9349
C 13.2855 -5.0716 1.6854
H 8.3412 -2.8460 2.7044
H 7.1598 -4.1135 2.3578
H 9.5161 -3.3145 0.5854
H 7.7972 -3.1263 0.2206
H 8.5296 -4.7456 0.2962
H 12.1028 -4.7398 5.4234
H 12.1403 -6.4862 5.5620
H 9.5302 -4.9740 6.0818
H 10.7261 -5.2885 7.3534
H 9.9360 -6.6243 6.4962
H 11.7417 -4.1986 0.4568
H 12.0400 -5.9112 0.1481
H 13.2616 -4.2786 2.4416
H 14.1062 -4.8548 0.9976
H 13.4950 -6.0077 2.2068
O -8.0484 -3.4547 -4.0716
P -8.0806 -2.7014 -5.4039
O -7.0201 -1.5024 -4.9873
C -5.6347 -1.8091 -4.9513
C -5.0643 -2.0018 -6.3451
O -9.4908 -1.8744 -5.1204
C -10.4259 -2.3559 -4.1603
C -10.1535 -1.7565 -2.7911
O -8.1396 -2.0025 -6.9718
C -8.2647 -2.9371 -8.0455
C -9.5096 -3.7966 -7.9226
H -5.4664 -2.6997 -4.3363
H -5.1318 -0.9690 -4.4684
H -5.4413 -2.9271 -6.7931
H -3.9743 -2.0655 -6.3151
H -5.3542 -1.1802 -7.0046
H -10.4245 -3.4474 -4.1340
H -11.4228 -2.0535 -4.4942
H -9.0966 -1.7923 -2.5199
H -10.7274 -2.2792 -2.0217
H -10.4388 -0.7002 -2.7742
H -7.3701 -3.5661 -8.0801
H -8.3025 -2.3628 -8.9744
H -9.4690 -4.4290 -7.0283
H -9.6118 -4.4505 -8.7918
H -10.4028 -3.1747 -7.8371
O -8.9015 4.8366 -0.6028
P -10.2354 4.0957 -0.7244
O -10.2991 3.5316 0.8306
C -10.6552 4.4421 1.8600
C -12.1261 4.8145 1.7985
O -9.6316 2.7319 -1.4519
C -8.3850 2.7740 -2.1439
C -7.2343 2.4148 -1.2178
O -11.7788 3.3811 -0.9670
C -12.6528 4.1105 -1.8304
C -12.0626 4.3137 -3.2139
H -10.0258 5.3364 1.8002
H -10.4466 3.9492 2.8116
H -12.3302 5.4422 0.9252
H -12.4244 5.3735 2.6884
H -12.7529 3.9236 1.7119
H -8.2391 3.7478 -2.6152
H -8.4355 2.0402 -2.9536
H -7.2891 2.9343 -0.2591
H -6.2755 2.6504 -1.6865
H -7.2507 1.3451 -0.9878
H -12.8877 5.0758 -1.3716
H -13.5840 3.5436 -1.9056
H -11.1586 4.9320 -3.1733
H -12.7813 4.8124 -3.8683
H -11.7792 3.3576 -3.6584